Record 1
This record from OMol25 describes a gas-phase ion, C3H4N5 (charge +1) in a non-equilibrium geometry. The level of theory is wB97M-V/def2-TZVPD.

Geometry as XYZ:
```
12
Properties=species:S:1:pos:R:3:forces:R:3:mulliken_charge:R:1
N -2.642080 2.665720 0.780794 0.9 -0.6 0.1 -0.33
N -1.740222 2.014945 0.791021 -3.0 2.9 0.8 0.72
C -0.772732 1.197252 0.657948 3.1 -7.0 -5.3 0.22
C -0.731779 -0.050813 -0.675892 0.3 3.5 4.1 -0.31
C 0.449946 -0.621016 -0.338434 -0.8 0.4 -0.2 0.21
N 1.137343 -1.604364 -0.946666 0.5 -0.4 -0.1 -0.42
N 0.990536 -0.009149 0.797559 -0.4 0.0 -0.4 0.34
N 0.325617 0.967136 1.317452 -0.1 1.1 1.3 -0.56
H -1.483156 -0.110403 -1.421531 -0.2 -0.2 -0.4 0.40
H 0.714116 -2.091977 -1.719028 0.0 0.0 0.1 0.23
H 1.877023 -2.091573 -0.462725 -0.2 0.0 -0.1 0.23
H 1.875389 -0.265759 1.219502 -0.1 0.1 0.1 0.26
```
Forces are in eV/Å.

The total charge is +1. The orbital gap is 7.613 eV. The total energy is -10615.60912 eV. The value obtained for the HOMO energy is -13.5 eV. As for the SMILES: N#[N+]c1cc(N)[nH]n1. For the relative energy (zero: lowest compared OMol25 entry of this formula, charge and spin), the calculation gives 1.249 eV. The maximum force is 9.29 eV Å⁻¹.

***

Record 2
This record from OMol25 describes a gas-phase ion, C5H10NO (charge -1) in a non-equilibrium geometry. The level of theory is wB97M-V/def2-TZVPD.

Geometry as XYZ:
```
17
Properties=species:S:1:pos:R:3:forces:R:3:mulliken_charge:R:1
C 0.941568 -2.790455 -0.576019 0.4 2.2 -1.8 -0.31
N 1.243825 -1.756218 -1.284366 1.1 -1.7 1.5 -0.53
C 0.331566 -0.647827 -1.281796 -1.2 -0.6 -1.0 -0.56
C 0.553304 0.291023 -0.108522 0.3 1.1 1.8 -0.16
C -0.759227 1.015568 0.258940 -0.7 0.3 0.1 -0.71
C -0.855334 2.052055 1.509602 1.9 -0.7 -0.9 -0.41
O -2.035916 2.518181 1.783093 -0.9 0.2 -0.1 -0.83
H -0.071262 -2.884517 -0.207499 -0.2 -0.3 0.6 0.30
H 1.719350 -3.521971 -0.409039 -0.2 -0.4 0.0 0.27
H 0.439550 -0.115391 -2.225530 0.3 0.2 0.0 0.36
H -0.709123 -1.065691 -1.376969 0.4 0.5 0.8 0.34
H 0.946707 -0.213065 0.804844 -0.3 -0.2 -0.7 0.28
H 1.349024 1.072281 -0.299917 -0.8 -0.8 -0.2 0.15
H -1.035330 1.502352 -0.676968 -0.5 0.4 0.0 0.29
H -1.583426 0.308428 0.503441 0.5 0.1 -0.3 0.29
H -0.048193 2.870513 1.273365 -0.4 -0.8 0.3 0.13
H -0.427091 1.364740 2.313345 0.3 0.4 0.1 0.11
```
Forces are in eV/Å.

The total charge is -1. The orbital gap is 5.885 eV. The total energy is -8882.93488 eV. The value obtained for the HOMO energy is -2.3 eV. As for the SMILES: C=NCCCC[O-]. For the relative energy (zero: lowest compared OMol25 entry of this formula, charge and spin), the calculation gives 1.183 eV. The maximum force is 2.88 eV Å⁻¹.

***

Record 3
This record from OMol25 describes a molecular structure, C25H21ClN2O2Sn in a non-equilibrium geometry. The level of theory is wB97M-V/def2-TZVPD.

Geometry as XYZ:
```
52
Properties=species:S:1:pos:R:3:forces:R:3:mulliken_charge:R:1
C 0.673568 1.041683 -3.821602 1.4 -0.6 -0.3 -0.60
C 2.041413 0.650864 -3.899885 -1.1 -0.2 -0.5 -0.38
C 2.763893 1.368497 -2.896236 0.0 -0.6 0.9 -0.51
H 2.478081 -0.051482 -4.614866 -0.2 0.3 0.4 0.42
C 1.825480 2.186280 -2.184405 -1.1 0.3 -0.2 -0.49
C 0.542236 1.985128 -2.755234 1.1 0.7 0.7 -0.15
H -0.376685 2.472724 -2.436748 0.4 -0.2 0.0 0.62
H -0.135739 0.700155 -4.465112 0.3 0.0 0.2 0.42
H 3.840537 1.329111 -2.728869 -0.3 0.3 -0.3 0.64
H 2.052072 2.843317 -1.343173 -0.1 -0.3 -0.4 0.41
Sn 2.950948 -0.779810 -0.803454 0.0 -0.5 0.0 0.93
Cl 1.899705 -2.573592 -1.973494 -0.4 0.2 0.1 -0.44
C 4.891908 -2.856499 -0.791624 -0.2 -0.2 -1.5 -0.60
C 5.539074 -1.699336 -0.218453 -0.5 1.0 -0.5 -0.61
C 6.228210 -1.027385 -1.275222 -0.1 -0.2 -0.6 -0.59
H 5.559200 -1.442089 0.838965 0.2 -0.2 -0.2 0.54
C 6.010902 -1.750200 -2.479678 0.1 0.4 1.2 -0.44
C 5.189416 -2.870512 -2.186861 -0.2 -0.1 1.4 -0.34
H 4.877554 -3.633775 -2.895510 0.0 0.3 0.2 0.39
H 4.339316 -3.616746 -0.244536 0.2 0.2 -0.1 0.50
H 6.850922 -0.141173 -1.168419 -0.2 -0.2 0.0 0.42
H 6.448462 -1.524034 -3.450390 -0.2 0.0 0.3 0.43
O 1.652596 -1.016428 1.085970 -0.2 0.5 -0.6 -0.84
C 0.575345 -0.340196 0.939069 -0.6 -0.1 0.0 0.13
N -0.440302 -0.336095 1.875938 1.2 -0.7 0.0 0.01
C -1.610162 0.316393 1.325374 -0.6 0.2 0.0 2.98
C -0.949187 0.978600 0.078322 -0.3 1.2 -0.8 -0.39
O -1.477865 1.890144 -0.571904 0.6 -1.6 0.9 -0.71
N 0.293682 0.431445 -0.126169 0.3 -0.1 0.3 -0.17
C -2.700695 -0.693052 0.935659 -0.1 0.1 0.1 -0.45
C -3.219434 -0.711431 -0.355233 0.0 -0.4 -0.1 0.16
C -4.192298 -1.651736 -0.709805 0.2 0.1 0.2 -0.89
C -4.655587 -2.566783 0.230730 0.1 0.1 0.0 -0.34
C -4.180499 -2.509273 1.546665 0.2 0.3 0.1 -0.85
C -3.234656 -1.543990 1.918609 -0.1 -0.2 -0.5 -0.21
C -2.226119 1.384511 2.228170 0.1 0.1 0.1 -0.76
C -3.469771 1.939906 1.892616 0.2 0.0 0.2 -0.18
C -4.027007 2.931122 2.699434 0.3 -0.3 -0.2 -0.77
C -3.345042 3.374299 3.835451 0.2 -0.2 0.1 -0.41
C -2.101707 2.829297 4.170413 0.0 -0.3 -0.4 -0.77
C -1.540873 1.830422 3.355670 -0.3 0.2 0.1 -0.44
H -0.457622 -1.104657 2.541857 -0.2 0.3 -0.3 0.30
H -2.856447 0.007549 -1.088647 -0.1 -0.2 0.1 0.46
H -4.561822 -1.661372 -1.731927 0.0 -0.1 0.2 0.40
H -5.388418 -3.320189 -0.062360 0.2 0.2 0.2 0.38
H -4.547690 -3.222707 2.286058 0.0 0.3 -0.2 0.38
H -2.924524 -1.442605 2.964807 0.0 -0.1 -0.4 0.42
H -3.986863 1.593883 0.994119 0.1 0.1 0.4 0.43
H -5.000021 3.333984 2.424985 0.2 0.0 0.2 0.38
H -3.789558 4.137924 4.466464 0.1 -0.1 -0.1 0.38
H -1.557814 3.147924 5.062639 -0.3 0.0 -0.3 0.38
H -0.570114 1.381988 3.581832 -0.3 0.3 0.1 0.40
```
Forces are in eV/Å.

The orbital gap (spin up / spin down) is 4.085 / 4.362 eV. The total energy is -51692.30405 eV. The value obtained for the HOMO energy (spin up / spin down) is -7.5 / -7.7 eV. For the relative energy (zero: lowest compared OMol25 entry of this formula, charge and spin), the calculation gives 0.516 eV. The maximum force is 1.92 eV Å⁻¹.

***

Record 4
This record from OMol25 describes C4H12N2O in the gas phase in a non-equilibrium geometry. The level of theory is wB97M-V/def2-TZVPD.

Geometry as XYZ:
```
19
Properties=species:S:1:pos:R:3:forces:R:3:mulliken_charge:R:1
N 0.518680 1.180658 -1.647112 0.3 0.1 -1.3 -0.55
C 1.722314 0.593402 -1.032866 -1.4 -0.4 1.6 -0.56
C 1.353612 -0.785665 -0.469535 0.0 -1.3 -0.5 -0.58
C 0.495908 -0.835877 0.786544 0.0 1.4 0.8 -0.81
N -0.907150 -0.576786 0.531407 0.9 -0.4 -0.5 -0.11
C -1.785736 0.298752 1.195502 -0.7 0.6 0.8 -0.38
O -3.112021 0.034476 0.725071 0.0 0.0 0.5 -0.54
H 0.788611 2.018318 -2.155385 0.1 0.4 0.4 0.24
H 0.217940 0.611266 -2.448240 0.0 -0.3 0.6 0.20
H 2.607842 0.549553 -1.658329 0.2 0.0 -0.1 0.36
H 1.874447 1.171224 -0.112711 0.7 0.4 -0.4 0.26
H 0.809247 -1.330160 -1.255909 0.2 -0.1 0.0 0.28
H 2.217418 -1.411519 -0.205652 0.3 0.4 -0.4 0.35
H 0.982247 -0.117665 1.472061 -0.7 0.2 0.0 0.38
H 0.597808 -1.762224 1.359584 0.2 -0.4 -0.4 0.39
H -1.309915 -1.383626 0.108968 -0.8 -0.2 0.0 0.20
H -1.565549 1.347921 1.002706 0.4 0.2 -0.4 0.24
H -1.815967 0.249885 2.306246 0.3 -0.5 -0.1 0.29
H -3.689737 0.148067 1.497649 0.2 -0.1 -0.6 0.31
```
Forces are in eV/Å.

The orbital gap is 9.096 eV. The total energy is -9369.04191 eV. The value obtained for the HOMO energy is -8.0 eV. As for the SMILES: NCCCNCO. For the relative energy (zero: lowest compared OMol25 entry of this formula, charge and spin), the calculation gives 2.152 eV. The maximum force is 2.13 eV Å⁻¹.